1.
Entry from the Open Molecules 2025 dataset: a molecular structure, C33H46NP3Pt (ωB97M-V with the def2-TZVPD basis set).

Calculated values
HOMO-LUMO gap (spin up / spin down) (eV): 4.7333 / 5.9352
Spin multiplicity: 3
LUMO energy (spin up / spin down) (eV): 0.43 / 0.20
Total charge: 0
<S²>: 2.032

Each line ends with the Mulliken charge.
Element x y z (Å)
C  -0.67900  -3.77341  0.23969  0.304
H  -3.71874  1.90828  -0.67796  0.306
C  0.03021  -4.97938  0.06231  -0.385
H  1.09513  2.71374  -3.12625  0.108
H  -2.56160  -1.56713  -2.05959  0.373
H  2.79265  -1.79606  -0.41218  0.358
H  0.05200  -0.87976  5.69337  0.360
C  4.29341  -3.83804  1.90874  -0.519
C  -3.20214  -0.48128  1.34760  -0.844
H  -3.66136  0.43311  1.78764  0.519
H  1.06067  -4.09141  2.83144  0.483
H  3.25246  -4.92536  3.46070  0.419
C  -0.42979  -1.55913  4.97033  -0.687
H  -0.01235  -6.98820  -0.75443  0.401
H  -3.55923  5.75374  -3.05991  0.292
C  -1.58882  -3.36203  3.11730  0.284
C  -0.58639  -6.07534  -0.55992  -0.795
H  -3.72256  -4.74640  -0.98953  0.399
H  -1.97490  -4.18317  2.48415  0.357
H  1.05094  -1.17719  3.45055  0.351
C  -0.57453  -2.44735  2.69337  -0.537
H  -1.58135  5.58973  -0.76067  0.317
C  -3.02503  -0.57861  -1.84448  -1.359
H  -2.10315  -2.01763  6.23873  0.345
H  -1.91811  3.81321  0.01318  0.507
H  -4.00205  -1.23212  1.17656  0.337
H  5.28458  -4.18712  2.20004  0.384
C  -1.60639  -2.26279  5.29034  -0.454
C  -3.39713  3.15426  -4.32600  -0.934
H  -3.18329  2.19493  -4.82351  0.345
Pt  -0.28666  0.88578  -0.73067  0.442
C  -3.73503  2.92013  -2.87487  -0.221
H  -1.45109  6.53301  -2.20620  0.401
C  0.09765  -1.67728  3.68721  -0.096
P  0.25346  3.02432  -0.88831  1.244
H  1.54922  3.85103  0.90144  0.376
H  -1.89868  4.03878  -5.62503  0.476
C  2.90262  -2.45721  0.45189  -0.353
H  5.03443  -2.68025  0.22395  0.396
C  -1.05305  3.87883  -3.66372  -0.241
C  -1.81144  2.85412  -0.57768  -0.815
C  4.15307  -2.97012  0.80723  -0.714
C  -2.66068  -4.81273  -0.71512  -1.040
H  -4.29212  3.55813  -4.83761  0.329
C  1.72318  0.60843  -0.36038  -1.300
H  -3.81430  5.93697  -1.34241  0.490
H  -4.12745  -0.68215  -1.82979  0.401
P  -2.42550  -0.02959  -0.20475  1.268
P  0.00965  -2.24808  0.94581  1.451
C  -2.80364  1.80423  -0.06893  -0.974
H  -4.24013  1.96143  -2.65382  0.682
H  1.76547  0.04857  0.59030  0.217
C  3.16929  -4.23810  2.61992  -0.828
C  0.56282  4.09455  0.48020  -1.263
C  1.75510  -2.78326  1.22837  0.413
C  1.55067  3.02221  -2.17299  -1.319
C  -1.92562  -5.98184  -0.97256  -0.516
H  -4.22773  3.73145  -0.98251  0.562
H  -3.01265  -3.84042  4.67313  0.386
N  -0.73219  -0.99613  0.09005  -0.296
H  0.55504  5.12660  0.08721  0.281
C  -3.28015  5.32525  -2.08821  -1.237
C  -1.76276  5.52992  -1.84721  -0.819
H  -0.31896  3.23067  -4.12558  0.188
H  -0.21071  3.98410  1.25381  0.326
H  2.28945  1.56027  -0.30620  0.487
H  -2.43236  -0.86193  2.04819  -0.016
C  -2.02778  -3.70585  -0.15927  -0.103
H  -2.73343  0.12579  -2.66712  0.270
C  -3.74567  3.90116  -1.94530  -0.345
H  -3.06784  2.04553  0.97641  0.047
H  -2.56664  5.15049  -4.44401  0.270
H  1.97900  4.04291  -2.20362  0.467
H  1.06751  -5.09529  0.38057  0.302
H  -2.57112  -2.76978  -0.03930  0.345
C  -0.80441  4.50645  -2.48964  -0.969
H  0.22544  4.73515  -2.19051  1.283
C  -2.21019  4.12248  -4.56844  -1.036
C  1.91905  -3.73063  2.26134  -0.571
H  2.31739  2.27860  -1.89063  0.662
H  -1.94610  2.99599  -1.66558  -0.234
H  2.03146  -0.04950  -1.20248  0.125
C  -2.14274  -3.22294  4.40416  -0.678
H  -2.38394  -6.80262  -1.53497  0.365

---

2.
Entry from the Open Molecules 2025 dataset: 4 unconnected molecules or ions with the total composition C4H12O3 (ωB97M-V with the def2-TZVPD basis set).

Calculated values
HOMO-LUMO gap (eV): 9.2210
LUMO energy (eV): 0.41
Structure (SMILES): C=CC=C.O.O.O
Total charge: 0

Each line ends with the natural charge from an NBO analysis.
Element x y z (Å)
H  1.46796  -0.75911  -3.67597  0.484
H  -3.18740  1.28845  1.75733  0.188
O  1.86043  -0.31124  0.84950  -0.932
O  1.90063  -0.27272  -2.96302  -0.959
H  2.47363  -0.09298  0.13003  0.468
H  -4.03045  -0.55559  2.95447  0.197
H  5.03193  0.04073  -1.82835  0.474
C  -2.70951  -0.69500  1.31870  -0.205
C  -2.20280  1.24222  -0.14153  -0.391
O  4.55747  0.38804  -1.05547  -0.942
C  -2.58317  0.76144  1.03658  -0.196
H  -2.38124  -1.27010  0.45654  0.198
C  -3.50199  -1.19007  2.27611  -0.393
H  3.76846  0.72127  -1.51932  0.469
H  -3.51595  -2.28928  2.31912  0.207
H  -2.38018  2.27736  -0.39577  0.199
H  1.31675  0.40689  -2.63248  0.476
H  -1.42488  0.70735  -0.68427  0.194
H  2.44247  0.03601  1.54813  0.464

---

3.
Entry from the Open Molecules 2025 dataset: 3 unconnected molecules or ions with the total composition C4H8Se (ωB97M-V with the def2-TZVPD basis set).

Calculated values
HOMO-LUMO gap (spin up / spin down) (eV): 8.9408 / 6.7880
Spin multiplicity: 3
LUMO energy (spin up / spin down) (eV): 0.75 / -2.23
Total charge: 0
<S²>: 2.017

Each line ends with the natural charge from an NBO analysis.
Element x y z (Å)
C  -0.66263  0.14020  -0.30002  0.050
H  -2.78640  0.92748  -0.02060  0.224
H  0.43268  -2.08483  0.55404  0.170
C  0.38829  -1.08785  1.01649  -0.343
C  -0.26931  0.12972  -1.57267  -0.477
Se  3.15182  -0.35354  0.11982  -0.020
H  -1.86023  0.61948  1.48726  0.215
H  -0.64161  0.75856  -2.33546  0.207
C  -1.80459  1.02648  0.36166  -0.678
H  0.33723  -0.82110  2.09538  0.172
H  0.62260  -0.48216  -1.88278  0.205
H  4.67978  -0.86417  -0.02910  0.050
H  -1.58762  2.09173  0.50598  0.226

---

4.
Entry from the Open Molecules 2025 dataset: a molecular structure, C15H12N2O6ReS6Sb (ωB97M-V with the def2-TZVPD basis set).

Calculated values
HOMO-LUMO gap (spin up / spin down) (eV): 5.4276 / 5.4217
LUMO energy (spin up / spin down) (eV): -3.18 / -3.18
Total charge: 0

Each line ends with the natural charge from an NBO analysis.
Element x y z (Å)
O  1.80372  1.03976  -3.26029  -0.832
C  0.61488  -6.05516  2.77954  -0.188
O  -0.49377  1.80529  0.13410  -0.630
H  -1.25642  -3.97938  0.86669  0.234
C  2.11414  3.43906  2.09214  -0.215
S  0.60745  1.71059  -2.32271  0.404
C  -0.35805  4.04994  0.88972  0.293
C  1.64977  -3.89352  2.60431  -0.182
C  0.55351  -2.09866  1.25924  0.546
C  0.46313  5.03856  1.40624  -0.224
O  -1.57578  4.45020  0.50925  -0.481
N  1.30399  -1.16769  1.80480  -0.347
S  1.07077  -1.51765  -2.36342  -0.132
C  -2.66142  3.56139  0.23459  -0.251
H  2.50548  0.86711  2.47024  0.223
Re  0.13759  -0.01432  -0.71754  0.871
O  2.74052  0.30312  -1.10289  -0.917
C  1.69564  4.74225  1.98090  -0.193
H  -1.25560  -6.29984  1.75339  0.219
C  1.70679  1.06416  1.75894  0.172
C  1.34425  2.41291  1.53487  -0.109
H  -2.67494  2.70700  0.90881  0.180
Sb  -1.65841  1.04842  -3.55597  1.276
H  -3.56063  4.15716  0.37485  0.196
C  0.59466  -3.46460  1.80340  -0.066
H  2.30066  5.54416  2.38114  0.226
O  3.67799  -0.54734  -3.23823  -0.855
H  3.03631  3.19839  2.60531  0.221
C  1.65884  -5.19192  3.08369  -0.213
C  0.13831  2.70521  0.83553  0.293
H  -2.63083  3.21131  -0.79261  0.213
C  -0.44963  -4.33483  1.49273  -0.191
H  0.09540  6.05532  1.36883  0.237
S  2.55759  -0.17719  -2.46101  2.173
C  -0.44121  -5.62730  1.98694  -0.200
O  -0.25689  -1.82166  0.29990  -0.640
H  2.48028  -5.53659  3.69762  0.219
H  2.45383  -3.20717  2.83165  0.233
H  0.62138  -7.06657  3.16511  0.218
N  1.09395  0.03014  1.26712  -0.280
S  -2.84055  2.96790  -3.54040  -0.668
S  -1.22611  -0.26832  -5.32512  -0.610
S  -2.00472  -0.30003  -1.47899  -0.221

---

5.
Entry from the Open Molecules 2025 dataset: a molecular structure, C40H40CaN9S (ωB97M-V with the def2-TZVPD basis set).

Calculated values
HOMO-LUMO gap (spin up / spin down) (eV): 5.7255 / 5.1576
LUMO energy (spin up / spin down) (eV): 2.20 / 2.19
Total charge: -1

Each line ends with the Mulliken charge.
Element x y z (Å)
C  4.63572  2.05801  2.55080  -0.661
C  2.57738  -0.99342  -3.85298  -0.652
H  1.35170  -1.50598  2.72119  -0.136
N  0.86648  -4.45540  0.97200  -0.911
C  4.81097  -2.66433  0.63168  -0.434
C  -4.10219  -2.42246  0.06409  -0.048
C  2.36807  1.13547  2.20250  -0.853
C  -3.16257  1.97886  1.94478  -0.192
C  -3.69006  2.59254  3.07445  -1.015
C  0.16641  -0.12776  -2.81632  0.355
N  -0.64588  2.39428  -1.37025  0.512
H  1.21327  2.39129  -0.52137  0.028
C  -6.09436  -2.64478  -1.22416  -0.431
C  2.73898  0.09199  3.15213  1.246
C  -3.21171  2.61324  0.58266  0.118
C  1.01140  4.03035  -1.92584  -0.480
H  2.21239  0.38268  -5.47194  0.364
H  -3.45602  -0.02961  -3.17694  0.483
H  -7.01846  -3.15232  -1.47244  0.385
H  5.37061  2.82981  2.34286  0.353
C  3.51091  -3.13962  0.69002  0.288
H  2.01021  4.41076  -1.77407  0.437
C  -1.48323  2.97820  -2.22207  1.080
N  -3.26150  1.28617  -1.59007  1.446
C  0.12953  4.64586  -2.79559  -0.681
C  -4.00859  1.76796  -0.42674  -1.384
H  4.00411  -6.12983  -0.82497  0.283
N  1.21665  1.15111  1.56709  -1.050
N  -2.55413  0.78794  2.01015  0.658
C  0.63313  0.39872  -4.00814  -0.168
C  2.12654  -1.52316  -2.65684  -0.290
N  0.39429  -1.53219  -0.89853  -0.393
H  5.97097  0.91890  3.79950  0.350
C  -5.27187  -3.11556  -0.21464  -0.908
H  6.29971  -5.26735  -0.92055  0.342
H  -5.52061  -4.00279  0.35152  0.418
H  2.03475  3.68872  1.33233  0.298
N  0.93958  -2.67143  -0.49660  -0.426
C  -4.52072  -0.87895  -1.56272  0.663
C  0.41080  -3.27987  0.60497  0.548
C  -1.13526  4.11234  -2.94910  -0.952
C  3.05548  3.35098  1.14049  -1.334
C  -2.46250  0.17695  3.19384  -0.037
C  0.91281  -1.07950  -2.10516  -0.448
H  -3.41644  -2.75692  0.83481  0.205
H  -2.18272  2.70845  0.24483  -0.031
H  4.25604  -0.77477  4.36562  0.333
H  0.84758  -0.44328  4.00223  0.221
C  4.97481  0.99226  3.38043  -0.676
H  3.75030  4.16811  1.34329  0.459
H  -3.97108  2.42850  5.19600  0.388
H  -3.60311  3.14111  -2.55415  0.537
C  4.00878  0.03664  3.68913  -0.791
S  -0.85602  -2.59732  1.64622  -0.626
H  -1.84893  4.55595  -3.63328  0.469
C  5.52385  -4.66310  -0.46335  -0.347
H  -4.88189  2.35699  -0.76466  0.326
N  -3.72789  -1.32778  -0.59544  0.263
H  1.90346  -5.94481  0.13754  0.249
C  0.58048  2.90915  -1.23476  -0.407
H  -1.96579  -0.78917  3.19670  0.286
H  0.42381  5.52906  -3.34933  0.399
C  1.72579  -0.92393  3.56206  -0.777
H  2.14355  -1.62229  4.28813  0.344
Ca  -0.43392  -0.10533  0.65849  1.869
H  5.01979  -1.68375  1.04521  0.392
C  4.23250  -5.15338  -0.40954  -0.797
C  -3.57853  1.96001  4.30201  -0.284
H  -6.33188  -1.09427  -2.69997  0.436
C  -2.83737  2.34763  -2.48679  -2.087
C  -5.71559  -1.50210  -1.90823  -1.059
H  -4.95583  0.81508  -2.77978  0.380
H  -0.79747  0.17298  -2.41892  0.234
H  3.52200  -1.33754  -4.25902  0.397
H  -2.84348  0.19460  5.30076  0.447
H  3.12752  3.10372  0.07993  0.116
C  1.84647  -0.02602  -4.53814  -0.811
C  3.19385  -4.40100  0.16601  0.588
C  -4.06378  0.33015  -2.34106  -1.120
H  -4.17346  3.55653  2.98448  0.441
H  -3.62858  3.61914  0.65444  0.342
H  0.04239  1.14224  -4.53396  0.323
H  2.73910  -2.53497  1.13981  0.059
C  3.37711  2.16357  1.99579  1.235
H  6.84325  -3.02555  0.01196  0.387
H  -4.38740  0.88642  0.08413  0.711
N  1.93082  -4.94168  0.19706  0.042
H  -2.75778  1.92432  -3.49250  0.463
C  -2.95695  0.72575  4.36634  -0.976
C  5.83226  -3.40990  0.05545  -0.734
H  2.69715  -2.26634  -2.11697  0.410

---

6.
Entry from the Open Molecules 2025 dataset: a molecular structure, C2H3BrNZn (ωB97M-V with the def2-TZVPD basis set).

Calculated values
HOMO-LUMO gap (eV): 3.7041
LUMO energy (eV): -10.22
Total charge: +1

Each line ends with the natural charge from an NBO analysis.
Element x y z (Å)
H  -0.49631  0.39431  0.03609  0.238
C  0.21581  1.09578  0.47075  -0.717
H  0.07405  1.00799  1.54793  0.253
H  1.25565  0.82635  0.28572  0.250
Br  0.82231  -3.47482  -1.29025  -0.027
Zn  -1.53065  -5.73224  -0.63458  1.029
N  -0.26516  3.44302  -0.40558  -0.296
C  -0.07571  2.43961  -0.01006  0.270

---

The calculation returns the following F_max values, one per record and in order: 4.12; 2.20; 4.44; 3.12; 1.06; 7.75 eV Å⁻¹.
The calculation returns the following energy above the lowest of the compared OMol25 structures with the same formula, charge and spin values, one per record and in order: 133.23; 47.56; 65.70; 0.00; 0.00; 49.12 kcal/mol.